This record from OMol25 describes a cluster of 15 separate species, C90H75F15 in total in a non-equilibrium geometry. The level of theory is the ωB97M-V functional and the def2-TZVPD basis.

The calculation puts the lowest unoccupied orbital energy at 0.44 eV. As for the strongest force on any atom: 0.0681 hartree/bohr. The HOMO-LUMO gap is 9.319 eV. Its relative energy (zero: lowest compared OMol25 entry of this formula, charge and spin) is 172.2 kJ/mol.

Structure (ORCA input):
```
! wB97M-V def2-TZVPD RIJCOSX def2/J DEFGRID3
* xyz 0 1
F 4.907 1.046 -0.529
C 6.004 0.427 -1.064
C 7.177 0.384 -0.387
C 8.246 -0.222 -1.049
C 8.224 -0.754 -2.336
C 6.988 -0.805 -2.945
C 5.888 -0.207 -2.333
H 7.356 0.803 0.582
H 9.156 -0.096 -0.466
H 9.066 -1.099 -2.913
H 6.888 -1.298 -3.891
H 4.948 -0.244 -2.850
F 3.254 -2.558 -0.815
C 4.019 -3.097 0.156
C 5.362 -2.893 0.187
C 6.141 -3.356 1.243
C 5.499 -4.097 2.201
C 4.148 -4.281 2.201
C 3.356 -3.744 1.177
H 5.748 -2.326 -0.646
H 7.238 -3.251 1.262
H 6.088 -4.564 2.933
H 3.716 -4.704 3.018
H 2.348 -4.045 0.982
F 4.161 7.145 2.606
C 3.594 6.003 2.051
C 2.643 5.351 2.817
C 2.067 4.174 2.293
C 2.418 3.761 1.008
C 3.350 4.489 0.284
C 3.897 5.631 0.786
H 2.403 5.704 3.787
H 1.272 3.646 2.900
H 2.043 2.800 0.671
H 3.585 4.286 -0.792
H 4.499 6.272 0.149
F -0.279 1.034 5.506
C -1.324 0.838 4.638
C -1.225 1.418 3.383
C -2.330 1.291 2.550
C -3.484 0.731 2.988
C -3.584 0.227 4.290
C -2.448 0.149 5.091
H -0.285 1.850 3.077
H -2.268 1.770 1.615
H -4.367 0.753 2.365
H -4.526 -0.217 4.614
H -2.472 -0.186 6.160
F 5.538 4.322 -3.088
C 4.573 3.785 -3.862
C 3.385 4.506 -4.112
C 2.432 3.870 -4.957
C 2.634 2.588 -5.429
C 3.852 1.956 -5.239
C 4.833 2.605 -4.542
H 3.235 5.447 -3.551
H 1.506 4.384 -5.193
H 1.913 2.115 -6.057
H 4.181 1.123 -5.871
H 5.797 2.204 -4.340
F -7.879 0.391 -2.065
C -6.885 1.020 -1.335
C -5.602 0.666 -1.598
C -4.593 1.323 -0.918
C -4.894 2.371 -0.048
C -6.248 2.665 0.233
C -7.257 1.926 -0.374
H -5.473 -0.107 -2.314
H -3.525 1.141 -1.032
H -4.133 2.927 0.420
H -6.539 3.343 1.011
H -8.296 2.079 -0.081
F -0.112 -5.423 3.856
C 0.401 -4.159 3.830
C 1.338 -3.860 4.793
C 1.743 -2.520 4.974
C 1.224 -1.510 4.147
C 0.369 -1.858 3.081
C -0.054 -3.164 2.979
H 1.778 -4.666 5.326
H 2.491 -2.289 5.734
H 1.596 -0.484 4.253
H 0.039 -1.125 2.417
H -0.848 -3.352 2.258
F -2.369 -1.590 0.851
C -2.567 -2.518 -0.121
C -1.533 -2.791 -1.010
C -1.696 -3.681 -2.044
C -2.966 -4.279 -2.163
C -3.995 -3.998 -1.265
C -3.834 -3.051 -0.280
H -0.564 -2.233 -0.977
H -0.962 -3.700 -2.842
H -3.148 -4.912 -3.001
H -4.942 -4.444 -1.407
H -4.709 -2.807 0.376
F -3.865 -10.061 1.015
C -3.431 -8.781 0.971
C -4.374 -7.763 1.066
C -3.922 -6.498 1.242
C -2.569 -6.160 1.081
C -1.686 -7.215 0.913
C -2.059 -8.513 0.830
H -5.367 -8.135 1.241
H -4.659 -5.730 1.446
H -2.304 -5.102 1.187
H -0.648 -6.957 0.930
H -1.335 -9.369 0.641
F -3.745 5.396 1.377
C -2.645 5.699 0.647
C -2.656 5.396 -0.701
C -1.546 5.782 -1.451
C -0.446 6.482 -0.885
C -0.451 6.723 0.523
C -1.500 6.243 1.319
H -3.525 4.932 -1.134
H -1.548 5.594 -2.499
H 0.444 6.656 -1.465
H 0.347 7.219 1.068
H -1.554 6.545 2.329
F -1.629 2.087 -1.072
C -0.343 1.647 -1.183
C 0.463 2.285 -2.103
C 1.772 1.754 -2.229
C 2.193 0.701 -1.532
C 1.418 0.158 -0.541
C 0.130 0.636 -0.381
H 0.344 3.204 -2.622
H 2.457 2.229 -2.901
H 3.205 0.335 -1.659
H 1.852 -0.604 0.094
H -0.591 0.265 0.349
F -4.165 -6.618 5.458
C -4.515 -5.439 4.866
C -3.482 -4.621 4.441
C -3.821 -3.452 3.782
C -5.178 -3.201 3.491
C -6.170 -4.011 3.998
C -5.824 -5.182 4.666
H -2.451 -4.869 4.714
H -3.049 -2.819 3.442
H -5.346 -2.325 2.874
H -7.189 -3.689 3.834
H -6.600 -5.875 5.019
F -1.326 4.411 -5.928
C -2.409 4.130 -5.086
C -2.419 2.876 -4.508
C -3.534 2.550 -3.745
C -4.593 3.463 -3.550
C -4.517 4.694 -4.193
C -3.422 5.020 -4.968
H -1.601 2.227 -4.772
H -3.713 1.539 -3.335
H -5.478 3.251 -2.894
H -5.266 5.478 -4.108
H -3.318 5.960 -5.515
F 3.125 0.627 2.278
C 4.279 0.671 2.923
C 4.976 -0.514 3.183
C 6.272 -0.488 3.647
C 6.917 0.781 3.904
C 6.185 1.913 3.655
C 4.916 1.871 3.156
H 4.539 -1.466 2.929
H 6.776 -1.486 3.876
H 7.960 0.818 4.212
H 6.652 2.890 3.864
H 4.473 2.814 2.844
F -4.488 -1.062 -5.362
C -3.194 -0.853 -5.311
C -2.456 -0.465 -6.464
C -1.115 -0.287 -6.360
C -0.449 -0.375 -5.079
C -1.213 -0.684 -3.940
C -2.587 -0.877 -4.055
H -3.010 -0.225 -7.381
H -0.477 -0.044 -7.156
H 0.663 -0.307 -5.017
H -0.691 -0.815 -3.000
H -3.236 -1.192 -3.213
*
```